# 1
Computed, not measured: the molecule C14H14N2O2S at a distorted geometry, with ωB97M-V/def2-TZVPD.

Last column: natural (NBO) charge in e.
Geometry (Å):
S (5.125, -0.934, -0.471)  0.448
O (1.750, 2.296, -0.028)  -0.402
O (3.839, 2.788, -0.420)  -0.563
N (-0.567, 2.754, 1.124)  -0.806
N (0.688, 1.391, -0.295)  -0.252
C (-1.319, -0.542, -0.310)  -0.186
C (2.790, -0.928, 0.578)  -0.265
C (-2.381, -1.396, -0.520)  -0.201
C (-3.909, 0.350, 0.042)  -0.219
C (-4.834, -1.908, -0.574)  -0.630
C (2.934, 2.019, -0.594)  0.809
C (3.546, -1.872, 1.309)  -0.253
C (3.498, -0.340, -0.425)  -0.188
C (4.819, -1.984, 0.856)  -0.417
C (-2.851, 1.213, 0.259)  -0.199
C (3.050, 0.720, -1.376)  -0.558
C (-3.693, -0.966, -0.343)  0.002
C (-0.401, 1.677, 0.323)  0.376
C (-1.540, 0.775, 0.092)  -0.036
H (-1.349, 2.810, 1.750)  0.400
H (-4.825, -2.264, -1.603)  0.224
H (3.153, -2.440, 2.134)  0.222
H (3.794, 0.862, -2.159)  0.244
H (-5.787, -1.423, -0.381)  0.216
H (5.604, -2.617, 1.218)  0.234
H (-4.920, 0.709, 0.172)  0.212
H (2.077, 0.470, -1.800)  0.265
H (-2.195, -2.415, -0.827)  0.213
H (0.248, 3.310, 1.327)  0.418
H (-3.055, 2.238, 0.530)  0.209
H (1.761, -0.695, 0.786)  0.228
H (-0.306, -0.880, -0.453)  0.232
H (-4.745, -2.776, 0.077)  0.223

Output
* max |F|: 1.7 eV/Å
* HOMO: -8.61 eV
* total charge: 0
* frontier orbital gap: 9.23 eV
* molar mass: 274.34 g mol⁻¹
* SMILES: Cc1ccc(/C(N)=N/OC(=O)Cc2cccs2)cc1

=====

# 2
Computed, not measured: the molecule C14H14N2O2S2 at a distorted geometry, with ωB97M-V/def2-TZVPD.

Last column: natural (NBO) charge in e.
Geometry (Å):
S (1.380, -1.120, -0.992)  2.041
S (-2.063, -1.879, 0.623)  0.327
O (0.054, 1.360, -1.424)  -0.669
O (1.648, -2.521, -0.857)  -0.915
N (-0.117, -0.788, -0.674)  -0.924
N (-4.016, -0.138, 0.538)  -0.479
C (4.285, 1.088, 1.731)  -0.180
C (2.503, -0.226, 0.099)  -0.218
C (-2.006, 0.629, -0.509)  -0.231
C (2.032, 0.710, 0.998)  -0.195
C (-2.633, 1.833, -0.807)  -0.095
C (2.933, 1.373, 1.816)  -0.205
C (-3.496, -2.598, 1.501)  -0.741
C (-4.592, 1.010, 0.239)  0.077
C (3.850, -0.529, 0.015)  -0.216
C (-0.597, 0.449, -0.916)  0.645
C (1.862, -0.604, -2.671)  -0.840
C (4.745, 0.133, 0.837)  -0.209
C (-3.950, 2.039, -0.433)  -0.300
C (-2.753, -0.345, 0.181)  0.096
H (0.975, 0.914, 1.055)  0.239
H (4.985, 1.606, 2.370)  0.220
H (2.576, 2.109, 2.519)  0.223
H (-4.331, -2.685, 0.815)  0.226
H (2.919, -0.800, -2.791)  0.240
H (-3.175, -3.575, 1.845)  0.220
H (5.799, -0.096, 0.782)  0.222
H (-3.764, -1.962, 2.337)  0.225
H (-5.622, 1.101, 0.561)  0.192
H (1.631, 0.450, -2.763)  0.279
H (-4.459, 2.963, -0.653)  0.221
H (4.182, -1.292, -0.672)  0.230
H (-2.063, 2.587, -1.331)  0.239
H (1.279, -1.194, -3.369)  0.254

Output
* max |F|: 1.3 eV/Å
* HOMO: -8.04 eV
* total charge: 0
* frontier orbital gap: 8.48 eV
* molar mass: 306.41 g mol⁻¹
* SMILES: CSc1ncccc1C(=O)N=[S@](C)(=O)c1ccccc1

=====

# 3
Computed, not measured: the molecule C14H14N2O3 at a distorted geometry, with ωB97M-V/def2-TZVPD.

Last column: natural (NBO) charge in e.
Geometry (Å):
O (2.441, -1.706, 1.069)  -0.349
O (0.285, -0.913, 0.539)  -0.497
O (2.875, -3.875, 1.059)  -0.402
N (0.085, 1.549, 0.497)  -0.471
N (2.066, -2.906, 0.994)  0.487
C (-0.689, 0.363, 0.605)  0.101
C (1.547, 2.523, -2.771)  -0.207
C (1.223, 1.733, -1.659)  -0.212
C (0.633, -3.205, 0.858)  0.023
C (-2.113, -3.627, 1.099)  -0.149
C (-0.284, 4.019, -2.250)  -0.200
C (0.756, 3.632, -3.107)  -0.217
C (-1.635, -2.324, 0.965)  -0.314
C (0.131, -4.507, 1.005)  -0.170
C (-0.522, 3.294, -1.093)  -0.244
C (0.180, 2.107, -0.791)  0.147
C (-1.244, -4.702, 1.093)  -0.267
C (0.103, 2.480, 1.613)  -0.406
C (-0.278, -2.102, 0.760)  0.333
H (0.970, 4.230, -3.994)  0.217
H (-1.648, -5.690, 1.164)  0.221
H (0.689, 3.353, 1.291)  0.226
H (-1.301, 3.607, -0.403)  0.210
H (0.666, 2.099, 2.469)  0.215
H (-1.258, 0.341, 1.568)  0.191
H (1.761, 0.812, -1.430)  0.236
H (0.833, -5.337, 1.049)  0.250
H (-0.923, 4.863, -2.506)  0.215
H (-2.306, -1.456, 0.958)  0.219
H (-3.189, -3.727, 1.174)  0.219
H (-1.293, 0.097, -0.284)  0.196
H (2.382, 2.239, -3.432)  0.221
H (-0.941, 2.737, 1.890)  0.180

Output
* max |F|: 3.3 eV/Å
* HOMO: -8.84 eV
* total charge: 0
* frontier orbital gap: 8.51 eV
* molar mass: 258.28 g mol⁻¹
* SMILES: CN(COc1ccccc1[N+](=O)[O-])c1ccccc1

=====

# 4
Computed, not measured: a structure of composition C14H14N2O3SW at a distorted geometry, with ωB97M-V/def2-TZVPD.

Last column: natural (NBO) charge in e.
Geometry (Å):
W (1.249, 0.709, -0.847)  1.368
S (-0.524, -1.759, 0.600)  2.272
O (-1.342, 2.010, 0.429)  -0.580
O (0.630, -2.129, 1.380)  -0.905
O (-0.971, -2.587, -0.491)  -0.903
N (1.965, 1.653, 0.468)  -0.789
N (-0.336, -0.090, 0.060)  -0.939
C (1.760, -1.161, -2.714)  -0.305
C (-1.303, 0.793, 0.625)  0.667
C (2.712, -0.112, -2.817)  -0.192
C (-3.623, -1.604, 3.239)  -0.185
C (-2.171, 0.044, 1.534)  -0.154
C (3.345, 0.058, -1.536)  -0.356
C (-3.912, -0.238, 3.178)  -0.197
C (0.927, 2.809, -1.334)  -0.506
C (-1.873, -1.302, 1.629)  -0.226
C (-2.589, -2.148, 2.466)  -0.205
C (0.911, 2.060, -2.541)  -0.599
C (2.763, -0.908, -0.627)  -0.377
C (1.782, -1.669, -1.380)  -0.263
C (-3.171, 0.593, 2.341)  -0.147
H (-2.323, -3.199, 2.501)  0.235
H (2.211, 2.131, 1.327)  0.393
H (3.125, -1.118, 0.375)  0.273
H (1.741, 2.170, -3.242)  0.207
H (-4.193, -2.249, 3.901)  0.225
H (-0.042, 1.795, -3.007)  0.223
H (1.086, -1.490, -3.499)  0.246
H (-0.033, 3.021, -0.838)  0.267
H (1.387, -2.636, -1.099)  0.274
H (-4.705, 0.177, 3.795)  0.225
H (4.181, 0.722, -1.310)  0.262
H (1.751, 3.504, -1.160)  0.210
H (-3.341, 1.662, 2.297)  0.240
H (2.927, 0.487, -3.703)  0.240

Output
* multiplicity: 3
* max |F|: 2.8 eV/Å
* HOMO (alpha / beta): -6.30 / -8.95 eV
* total charge: 0
* frontier orbital gap (alpha / beta): 6.18 / 8.83 eV
* ⟨S²⟩: 2.0114
* molar mass: 474.18 g mol⁻¹